{
  "formula": "C2H5N3O3",
  "method": "ωB97M-V/def2-TZVPD",
  "smiles": "NC(=O)N(O)C(N)=O",
  "energy_ev": -12762.7219,
  "e_lumo_ev": -0.2,
  "orbital_gap_ev": 10.07,
  "relative_energy_kcal_mol": 112.52,
  "species": ["C", "C", "H", "H", "H", "H", "H", "N", "N", "N", "O", "O", "O"],
  "xyz": [[0.0202, -0.1632, -1.5004], [-1.0889, -0.6511, 0.6379], [1.9403, -0.3260, -2.4066], [2.0557, 0.7944, -0.9620], [0.4550, 1.9946, 0.3747], [-1.1576, -0.9246, 2.5804], [-0.4104, 0.5450, 2.1747], [1.5086, 0.0726, -1.6442], [-0.5933, 0.4329, -0.1934], [-1.2323, 0.0746, 1.9196], [-0.5698, -0.7875, -2.2414], [0.5037, 0.9676, 0.7066], [-1.4311, -2.0292, 0.5541]]
}